No. 1
36
Properties=species:S:1:pos:R:3 method="wB97M-V/def2-TZVPD" e_above_lowest_ev=1.497 smiles=CC(C)O.CC(C)O.CC(C)O
C 1.761 -0.734 5.725
C 1.850 -1.885 4.769
C 0.619 -2.776 4.774
O 2.085 -1.258 3.509
H 2.612 -0.054 5.710
H 1.643 -1.018 6.771
H 0.896 -0.106 5.515
H 2.770 -2.421 5.000
H -0.344 -2.266 4.776
H 0.778 -3.263 5.736
H 0.649 -3.580 4.039
H 2.928 -0.798 3.501
C -0.982 -3.035 -1.089
C 0.217 -2.314 -1.688
C 0.016 -1.867 -3.184
O 0.524 -1.140 -0.941
H -1.789 -2.306 -1.014
H -0.852 -3.375 -0.062
H -1.342 -3.989 -1.477
H 1.054 -3.007 -1.773
H 1.000 -1.513 -3.493
H -0.709 -1.065 -3.326
H -0.280 -2.780 -3.700
H 0.721 -1.364 -0.028
C -2.111 3.616 -2.237
C -1.136 3.600 -3.435
C -1.129 4.937 -4.121
O 0.132 3.308 -3.002
H -1.697 4.241 -1.446
H -2.085 2.625 -1.784
H -3.133 3.891 -2.498
H -1.491 2.876 -4.168
H -1.145 5.124 -5.195
H -0.323 5.569 -3.748
H -1.946 5.629 -3.917
H 0.239 2.497 -2.499

---

No. 2
57
Properties=species:S:1:pos:R:3 method="wB97M-V/def2-TZVPD" e_above_lowest_ev=2.970 smiles="C[N+](=O)[O-].C[N+](=O)[O-].C[N+](=O)[O-].C[N+](=O)[O-].C[N+](=O)[O-].C[N+](=O)[O-].C[N+](=O)[O-].BrCCBr"
C -12.855 10.447 -19.648
N -12.639 11.023 -18.293
O -11.525 11.056 -17.755
O -13.685 11.241 -17.674
H -12.434 11.234 -20.274
H -13.923 10.245 -19.739
H -12.212 9.567 -19.636
C -16.318 15.167 -12.678
N -17.445 14.906 -11.727
O -18.417 15.667 -11.848
O -17.376 13.902 -11.063
H -15.369 14.916 -12.205
H -16.384 16.143 -13.160
H -16.266 14.449 -13.496
C -8.105 9.662 -11.912
N -6.812 9.014 -11.607
O -6.421 8.716 -10.530
O -6.024 8.994 -12.608
H -8.728 9.459 -11.042
H -8.450 9.073 -12.762
H -7.774 10.688 -12.075
C -8.662 15.493 -13.876
N -8.861 17.012 -13.769
O -8.386 17.656 -12.816
O -9.464 17.518 -14.700
H -8.725 15.006 -12.902
H -7.646 15.583 -14.260
H -9.367 15.191 -14.649
C -18.161 11.849 -18.428
N -18.570 11.614 -17.040
O -18.746 12.620 -16.362
O -18.541 10.441 -16.718
H -18.025 10.937 -19.009
H -17.339 12.561 -18.354
H -18.949 12.418 -18.922
C -20.773 10.555 -9.561
N -21.224 10.529 -8.097
O -21.169 11.568 -7.577
O -21.675 9.458 -7.543
H -19.826 10.018 -9.626
H -20.573 11.591 -9.832
H -21.641 10.218 -10.128
C -19.229 4.912 -13.277
N -20.299 4.073 -12.732
O -20.957 4.463 -11.779
O -20.475 3.006 -13.251
H -18.512 5.068 -12.471
H -19.813 5.800 -13.516
H -18.716 4.539 -14.163
Br -12.434 11.749 -12.590
C -13.894 10.546 -11.975
C -14.669 10.041 -13.190
Br -16.185 9.014 -12.449
H -14.656 10.990 -11.335
H -13.554 9.653 -11.450
H -14.040 9.428 -13.835
H -15.112 10.872 -13.740

---

No. 3
45
Properties=species:S:1:pos:R:3 method="wB97M-V/def2-TZVPD" charge=+1
K -2.295 3.520 2.106
K -2.047 -0.282 2.022
K -1.949 3.977 -0.670
F -0.396 1.142 3.083
O -0.463 0.657 0.899
C -0.927 1.777 0.336
O -1.745 1.767 -0.643
O -0.562 2.872 0.760
H 0.028 0.980 1.658
C 2.234 -0.669 0.303
C 2.204 -0.213 1.734
O 0.957 -0.690 2.247
H 1.914 -1.706 0.198
H 3.268 -0.533 -0.016
H 1.506 -0.053 -0.225
H 2.195 0.871 1.845
H 2.988 -0.702 2.312
H 0.363 0.029 2.477
C 1.308 1.231 -1.713
C 0.743 2.600 -1.931
O -0.619 2.451 -2.125
H 1.046 0.994 -0.682
H 2.393 1.126 -1.718
H 1.058 0.390 -2.360
H 1.102 3.125 -2.816
H 1.064 3.241 -1.110
H -1.110 2.257 -1.322
C -0.692 -0.747 -2.824
C -1.302 -0.909 -1.436
O -2.360 0.009 -1.329
H -0.549 0.327 -2.945
H -1.302 -1.221 -3.592
H 0.283 -1.215 -2.958
H -0.552 -0.678 -0.680
H -1.706 -1.853 -1.070
H -2.072 0.843 -0.951
C -0.736 -3.244 2.243
C -0.405 -2.712 0.828
O -0.535 -1.285 0.862
H -0.032 -2.679 2.855
H -0.381 -4.274 2.243
H -1.806 -3.261 2.450
H -1.010 -3.141 0.029
H 0.554 -3.130 0.523
H 0.344 -0.986 1.105

---

Which E_LUMO belongs to each record? In order, 0.72; -0.61; -4.52 eV.
Which frontier orbital gap belongs to each record? In order, 10.65; 10.19; 6.06 eV.
Which max |F| belongs to each record? In order, 2.739; 5.292; 12.482 eV/Å.